14
Properties=species:S:1:pos:R:3:nbo_charge:R:1 method="wB97M-V/def2-TZVPD" de_lowest_kcal_mol=42.29 e_tot_ev=-4308.528 homo_ha=-0.3782 spin_multiplicity=1 mol_weight_g_mol=58.12 gap_ev=11.57 smiles=CCCC
H 1.844 1.320 1.090 0.204
C -1.652 -0.443 -1.035 -0.633
C 0.786 -0.340 -0.055 -0.393
H -2.678 -0.189 -0.715 0.210
C 1.537 0.345 1.175 -0.626
H -0.942 0.602 0.721 0.178
H -0.438 1.311 -0.881 0.187
H 1.086 0.483 2.221 0.207
H -1.558 -0.341 -2.204 0.212
H 0.532 -1.366 0.231 0.202
H -1.627 -1.338 -0.448 0.212
H 2.394 -0.345 1.283 0.206
H 1.302 -0.159 -1.002 0.206
C -0.585 0.461 -0.381 -0.374

13
Properties=species:S:1:pos:R:3:nbo_charge:R:1 method="wB97M-V/def2-TZVPD" de_lowest_kcal_mol=48.24 e_tot_ev=-15564.951 total_charge=-1 homo_ha=-0.0805 spin_multiplicity=1 mol_weight_g_mol=90.17 gap_ev=6.22
H -0.094 0.842 2.160 0.170
C 1.245 -1.934 0.761 -0.453
C 0.256 -0.004 1.556 -0.069
H -1.421 0.527 -2.175 0.196
N 0.255 -1.266 1.687 -0.452
H 0.800 -1.852 -0.232 0.214
S 0.232 2.016 -1.388 -0.770
H -1.861 2.333 -2.424 0.184
H 2.209 -1.420 0.845 0.189
H 1.292 -2.935 1.196 0.186
H -2.193 1.761 -0.928 0.179
H 0.805 0.416 0.698 0.184
C -1.526 1.516 -1.757 -0.757

19
Properties=species:S:1:pos:R:3:nbo_charge:R:1 method="wB97M-V/def2-TZVPD" de_lowest_kcal_mol=15.47 e_tot_ev=-18157.348 homo_ha=-0.3134 spin_multiplicity=1 mol_weight_g_mol=120.22 gap_ev=9.53 smiles=NCCNCCS
H 1.442 0.465 0.082 0.357
H -0.926 2.712 -1.842 0.223
N 0.716 0.040 -0.488 -0.624
H 0.800 0.236 -2.895 0.147
H 0.049 -0.902 3.414 0.374
C -0.039 2.120 -1.648 -0.491
H -0.392 -1.711 -0.592 0.178
C -0.561 -1.171 1.434 -0.244
H -1.410 -1.842 1.284 0.166
C -0.359 1.008 -0.670 -0.237
H -1.118 -0.245 1.608 0.192
S 0.614 1.501 -3.278 -0.097
H -0.683 1.431 0.286 0.178
H -1.211 0.469 -1.095 0.191
H 0.608 -2.370 2.722 0.371
H 1.142 -1.822 0.254 0.203
C 0.263 -1.198 0.121 -0.223
N 0.264 -1.431 2.591 -0.873
H 0.802 2.710 -1.288 0.207

12
Properties=species:S:1:pos:R:3:nbo_charge:R:1 method="wB97M-V/def2-TZVPD" de_lowest_kcal_mol=49.23 e_tot_ev=-7327.150 homo_ha=-0.3349 spin_multiplicity=1 mol_weight_g_mol=82.10 gap_ev=9.85 smiles="C=C[C@@H]1CC1=O"
H 0.907 -1.707 -1.253 0.238
C 0.730 -1.141 -0.342 -0.536
H 0.072 -1.627 0.377 0.244
H 0.810 0.945 -1.242 0.245
C 1.747 -0.261 0.243 0.614
C -1.836 0.394 0.240 -0.381
C -0.646 0.970 0.374 -0.181
O 2.869 -0.148 0.648 -0.480
H -0.545 1.892 0.944 0.213
C 0.557 0.413 -0.321 -0.375
H -2.741 0.807 0.674 0.206
H -1.941 -0.520 -0.341 0.193

14
Properties=species:S:1:pos:R:3:nbo_charge:R:1 method="wB97M-V/def2-TZVPD" de_lowest_kcal_mol=71.42 e_tot_ev=-9279.693 total_charge=+1 homo_ha=-0.4719 spin_multiplicity=1 mol_weight_g_mol=99.11 gap_ev=8.78
H -1.450 -2.113 -1.147 0.277
C -2.055 -1.381 -0.744 -0.571
O -4.460 -0.874 -0.812 -0.342
C -1.285 -0.586 0.191 -0.247
H 1.787 0.377 0.374 0.457
C -0.053 -0.717 0.567 0.413
N 2.473 1.674 -0.191 -1.065
H 1.859 2.474 0.085 0.393
H 1.420 -0.922 1.651 0.420
C -3.371 -1.207 -0.817 0.793
H -2.088 -0.069 0.770 0.299
N 1.154 -0.473 0.785 -0.645
H 2.791 1.975 -1.160 0.418
H 3.277 1.842 0.450 0.398

95
Properties=species:S:1:pos:R:3:mulliken_charge:R:1 method="wB97M-V/def2-TZVPD" de_lowest_kcal_mol=107.50 e_tot_ev=-67943.699 total_charge=-1 homo_ha=-0.2375 spin_multiplicity=1 mol_weight_g_mol=645.42 gap_ev=8.89
H -4.410 -1.048 -5.524 0.411
O -1.809 -2.448 0.402 -0.611
H 0.485 -2.679 -4.529 0.410
H 2.378 3.996 -2.051 0.260
O 0.602 -1.386 3.276 -0.543
H 3.700 1.851 -2.091 0.238
C 0.215 -2.517 -3.486 0.076
H 1.988 0.036 2.908 -0.065
H -1.997 3.582 -0.106 0.222
H -1.572 -1.724 -0.182 0.407
H 2.971 -0.700 -1.610 0.239
F -0.290 0.593 0.781 0.658
H -1.676 3.163 5.166 0.178
H -1.905 0.690 -4.591 0.346
H 0.142 5.237 -0.081 0.376
F 0.751 -1.254 0.153 -0.318
H -2.053 5.365 -1.880 0.339
C -3.750 0.755 3.131 -0.680
C 1.967 -0.997 3.255 0.492
H 3.266 -2.137 0.343 0.085
H 2.547 3.454 -4.872 0.373
O -2.410 -1.818 -5.393 -0.484
H -3.857 -1.234 2.025 0.297
H -0.366 -4.957 -1.856 0.539
C 3.081 2.163 -2.933 0.358
H -3.569 -5.245 -0.791 0.429
O -0.552 2.105 6.480 -0.454
H -1.853 -1.491 1.799 0.325
H -2.823 -2.761 -1.462 -0.074
H 2.378 0.127 6.278 0.263
H 3.483 -0.389 0.507 0.195
H 3.678 -0.529 4.593 0.414
H 2.541 -1.665 2.613 0.216
O 0.025 3.156 -0.532 -0.404
C 2.618 -0.782 4.594 -0.957
H 4.166 0.970 -4.059 0.309
C -1.329 3.617 -0.967 0.188
C 2.805 3.653 -2.993 -0.527
H -0.358 4.100 5.859 0.418
B 0.164 -0.083 -0.266 0.112
O -0.509 5.786 -0.525 -0.618
O 1.805 -0.118 5.548 -0.411
H 1.209 2.378 4.678 0.216
C -0.647 3.105 5.520 -0.552
O -0.478 1.509 3.783 -0.255
H 6.301 -2.298 1.910 0.285
H -3.888 -2.685 -0.002 0.334
H -0.937 -4.283 0.031 0.321
O 3.776 1.845 -4.120 -0.622
H -4.316 -0.070 -3.200 0.408
F -0.918 -0.446 -0.917 -0.634
C -3.352 -0.177 -3.698 0.184
O 3.823 -1.041 -1.329 -0.697
H 1.884 -3.605 -2.402 0.278
H -4.808 0.974 2.992 0.547
H 0.415 -3.030 -1.645 -0.343
O 2.169 4.059 -4.229 -0.529
C -3.243 -0.341 2.147 -0.021
C 0.200 2.609 4.335 -0.286
O 0.304 -4.905 -2.542 -0.669
C 0.801 -3.566 -2.513 0.115
H -4.059 -2.170 -4.285 0.271
H -2.333 -1.595 -6.324 0.273
H -4.418 0.832 4.962 0.290
O -1.378 -4.975 -0.467 -0.713
H -2.928 -4.968 0.794 0.310
O -2.026 -0.898 2.534 -0.316
H -0.874 -2.569 -3.487 -0.147
H -2.692 -0.393 -2.859 -0.217
H 3.754 4.189 -2.952 0.334
O -2.804 0.920 -4.346 -0.588
C 3.909 -1.297 0.082 0.347
O 5.427 -1.921 1.784 -0.441
C -3.638 -1.306 -4.800 -0.544
H 0.347 -1.552 2.366 0.115
O 0.557 -1.094 -3.219 -0.637
H -3.212 1.692 2.987 0.128
F 1.024 0.607 -1.110 -0.162
C -2.956 -3.062 -0.423 0.042
H 0.636 -0.845 -2.295 0.015
H -0.605 2.648 7.270 0.278
H 2.181 1.562 -2.803 -0.135
H -0.381 5.017 -2.281 0.240
H -0.194 1.486 2.866 -0.006
H 2.699 -1.834 4.867 0.315
H -3.363 0.165 1.189 0.078
H -1.686 2.950 -1.751 0.109
C -2.790 -4.703 -0.255 -0.591
C 5.382 -1.598 0.424 -0.709
O -3.705 0.413 4.474 -0.528
C -1.116 4.981 -1.476 -0.538
H 5.848 -0.650 0.154 0.291
H 0.249 2.251 -0.760 0.012
H 5.913 -2.234 -0.284 0.360
H 0.274 3.483 3.689 0.357

39
Properties=species:S:1:pos:R:3:lowdin_spin:R:1 method="wB97M-V/def2-TZVPD" e_tot_ev=-25490.847 total_charge=+4 homo_ha="-0.7775 / -0.7751" spin_multiplicity=4 mol_weight_g_mol=461.56 gap_ev="5.06 / 5.26"
H -2.457 1.484 4.682 0.001
H 3.191 -2.203 1.562 0.003
H -2.577 -3.397 -1.438 0.000
H -4.364 5.067 3.850 0.026
C -3.942 2.017 0.417 0.014
N -3.078 1.767 2.698 0.215
C -4.166 3.779 2.117 0.058
C 3.369 -1.925 0.522 -0.019
Re 1.569 -1.299 -0.714 2.116
H -0.742 0.899 0.120 0.003
H 5.343 -1.418 -3.924 -0.004
C -3.570 0.958 -0.323 -0.010
H -4.681 2.646 -0.071 0.000
H -4.191 0.879 -1.217 0.000
C -2.207 -2.437 -1.098 0.001
C -1.208 -0.022 -0.221 0.025
C -2.940 2.123 3.955 0.028
C 3.346 -0.525 0.145 0.036
C -2.598 -0.141 -0.362 -0.002
H 4.156 -3.882 -0.001 0.000
C 4.681 -2.434 -1.479 -0.068
N -0.374 -1.015 -0.551 0.015
H 4.990 0.308 -3.529 0.000
H 3.721 0.850 -1.509 -0.001
C 4.044 -2.855 -0.329 -0.025
N -3.425 3.295 4.277 0.567
C -3.671 2.491 1.776 0.020
C -0.846 -2.205 -0.988 0.015
C -3.074 -1.391 -0.812 0.005
H -0.126 -3.007 -1.245 0.010
H 5.366 -3.115 -1.971 -0.002
C 4.547 -1.104 -1.969 -0.039
C 5.293 -0.660 -3.130 -0.013
C -3.999 4.109 3.456 0.079
H 6.371 -0.581 -2.869 -0.006
H 3.299 0.244 0.920 0.009
H -4.656 4.439 1.412 0.000
C 3.742 -0.195 -1.199 -0.060
H -4.139 -1.542 -0.964 0.000

18
Properties=species:S:1:pos:R:3:nbo_charge:R:1 method="wB97M-V/def2-TZVPD" de_lowest_kcal_mol=79.28 e_tot_ev=-11383.465 homo_ha=-0.2800 spin_multiplicity=1 mol_weight_g_mol=118.14 gap_ev=8.40 smiles=C[C@@H]1OC(N)(N)[C@@H]1O
H -1.889 0.043 -1.373 0.209
C -2.129 0.550 -0.440 -0.641
N 2.188 0.579 0.813 -0.882
H -1.104 1.154 1.381 0.199
H 1.910 1.194 1.562 0.398
H 3.115 0.232 0.614 0.395
C -0.944 0.546 0.490 0.071
O -0.413 -1.879 0.028 -0.726
H 0.056 -0.920 1.775 0.169
H 2.224 -1.105 -1.084 0.371
H 0.820 -0.619 -1.835 0.381
N 1.591 -0.333 -1.246 -0.832
H -2.956 0.023 0.042 0.214
O 0.252 1.318 -0.294 -0.585
C -0.184 -0.693 0.738 -0.054
C 1.152 0.291 -0.077 0.604
H -2.433 1.571 -0.663 0.235
H -1.258 -1.951 -0.429 0.474